[1]
51
Properties=species:S:1:pos:R:3:forces:R:3 method="wB97M-V/def2-TZVPD" homo_ev="-15.96 / -15.58" lumo_energy_ev="-12.26 / -13.05" multiplicity=2 charge=+2 s2=1.746
Al -0.34552 0.82265 -0.55633 -0.4 -0.2 0.6
As -0.32892 -3.69420 0.76884 -1.6 -3.4 3.0
F -0.12663 -2.10302 0.06422 0.5 0.8 -0.6
F -2.14690 -3.45211 0.44013 2.2 0.1 -0.1
F -0.81489 -5.28428 1.51401 1.1 2.6 -1.0
F 1.43976 -3.86846 1.10670 -2.4 0.5 -0.6
F -0.53964 -2.79984 2.36665 0.4 -1.0 -2.1
F -0.12478 -4.56250 -0.80290 -0.2 1.6 1.2
N 2.50657 1.01867 -0.83413 2.1 0.9 -0.3
S 3.54641 -0.07281 -1.13660 -2.0 -9.1 -3.2
O 4.21353 -0.73548 -0.06304 1.0 1.4 0.6
O 4.28997 -0.09092 -2.39286 -0.1 1.2 1.1
F 2.49565 -1.27261 -1.48390 0.1 1.6 0.3
S 3.74534 2.13432 -0.51188 -0.3 8.2 3.4
O 4.74464 2.48594 -1.45506 -0.6 -1.8 -0.1
O 4.05795 2.14836 0.89897 -0.8 -1.1 -1.8
F 2.74386 3.40794 -0.67716 0.3 -1.4 0.2
C -4.54253 -1.62216 -2.26770 0.5 -0.7 0.9
C -3.05794 -1.26018 -1.78522 0.7 0.4 -0.4
C -1.98630 -2.08946 -2.58032 -0.8 2.3 0.7
O -0.61779 -1.53360 -2.37826 -2.7 -0.7 -1.3
C 0.17384 -2.41539 -3.11541 3.0 0.4 -0.6
N -2.91390 0.21740 -2.03955 -0.5 -1.8 -0.2
H -5.33255 -1.53500 -1.52180 0.5 0.2 0.5
H -4.39429 -2.69152 -2.41801 -0.4 -0.2 -0.4
H -4.99645 -1.15754 -3.14303 0.9 0.1 -0.4
H -2.86171 -1.42788 -0.72622 -0.7 -0.2 0.2
H -2.28662 -1.89320 -3.60959 0.6 -0.3 -0.5
H -1.98970 -3.16093 -2.38020 -0.1 0.1 0.4
H 0.37265 -3.28984 -2.49580 -0.2 -0.6 0.0
H 1.13839 -1.95504 -3.32943 0.2 0.3 0.7
H -0.09596 -2.63780 -4.14782 -1.3 -0.4 0.2
H -2.86499 0.43513 -3.02459 0.9 0.1 -0.7
H -3.80241 0.63193 -1.79700 -0.1 0.8 1.1
C 0.18677 4.66080 3.16635 1.5 -0.3 -0.3
C 0.37141 3.44139 2.19884 -1.8 1.1 -0.2
C 1.12336 2.24710 2.81047 -1.7 0.6 -0.4
O 0.92762 0.94172 2.07547 1.0 0.8 0.8
C 1.78282 -0.05721 2.61619 1.6 0.2 0.3
N -1.05254 3.13850 1.83274 1.3 -2.2 -0.4
H -0.12075 5.48740 2.52582 -0.3 0.0 0.2
H 1.13324 4.99129 3.59421 0.1 -0.1 0.1
H -0.50670 4.47595 3.98672 -0.1 -0.1 -0.2
H 0.89222 3.80625 1.31355 0.0 -0.2 -0.1
H 0.71262 2.08020 3.80623 0.1 -0.4 0.2
H 2.12942 2.65364 2.91380 0.5 -1.1 -0.2
H 2.12773 -0.87441 1.98269 -0.6 0.2 -1.1
H 1.41698 -0.66072 3.44688 -1.2 0.2 0.5
H 2.67918 0.40646 3.02809 0.0 0.2 0.0
H -1.42781 2.67544 2.64812 -0.6 -0.2 0.0
H -1.67370 3.88965 1.56810 0.4 0.4 0.0

[2]
134
Properties=species:S:1:pos:R:3:forces:R:3 method="wB97M-V/def2-TZVPD" homo_ev=-4.30 lumo_energy_ev=1.90 multiplicity=1 charge=-1
C 2.66601 -3.09629 4.39945 -0.2 0.0 0.1
C 2.99561 -1.61598 3.93265 0.8 -0.4 0.9
C 1.95271 -0.54459 4.45200 -0.6 -0.4 -0.6
C 1.06682 0.10650 3.28441 1.0 -0.5 0.1
C 1.79074 1.32108 2.57548 0.0 0.4 0.2
C 1.21729 2.74942 2.96938 0.1 -0.4 0.5
C 0.23132 3.39577 1.90215 0.1 0.0 0.7
C 0.85304 4.60388 1.08385 -0.5 0.0 -0.4
C 0.89316 4.36114 -0.49919 0.4 -0.2 0.7
C 1.56099 2.98645 -0.87229 0.1 -0.7 -0.5
N 0.72759 2.04235 -1.38102 2.6 0.2 0.8
C 1.34470 0.83055 -1.65894 -0.5 -0.5 -0.3
C 0.44891 -0.26750 -2.18649 2.2 -2.3 -0.2
C -1.08910 -0.10559 -2.39232 -0.1 0.2 0.2
C -1.84009 0.53663 -1.12725 0.5 2.0 -2.5
C -2.31612 1.99593 -1.59481 0.3 0.4 1.0
O -3.01634 -0.19371 -0.74952 1.1 0.1 1.1
C -3.15811 -0.35381 0.65926 -1.0 -0.7 0.9
C -4.31256 0.47864 1.30941 -2.8 0.5 2.0
C -5.28085 -0.23970 2.26317 -0.2 2.9 -0.3
C -6.36021 0.49441 2.94522 1.0 1.4 -1.1
C -6.57970 1.94790 2.73747 2.7 -1.0 -1.7
C -5.65651 2.63990 1.82579 0.2 -2.3 0.5
C -4.55365 1.90999 1.13750 -1.1 -0.6 1.3
C 1.08302 -1.53971 -2.53542 0.5 0.8 0.4
C 0.29520 -2.76608 -3.14656 1.1 0.5 -0.2
C 0.21104 -4.00267 -2.16515 -1.1 0.3 -0.8
C -0.17571 -3.65285 -0.67690 0.7 -0.5 -0.5
O 0.42897 -4.68055 0.17840 0.7 -0.2 -0.9
C 1.79645 -4.41715 0.35599 0.6 0.9 0.8
C 2.95475 -5.18777 -0.35090 0.3 -0.2 -0.1
O 2.09766 -3.53180 1.11964 -0.3 -0.6 -0.5
C 2.56959 -1.79851 -2.34590 -1.3 3.5 0.9
C 3.36278 -0.71487 -1.81773 -0.5 -1.0 -0.1
C 4.91642 -0.99075 -1.64753 2.5 -0.7 1.5
O 5.61847 -0.83735 -2.67224 -1.4 0.3 -0.1
O 5.42259 -1.39632 -0.52643 -2.6 0.9 -1.7
C 2.79142 0.64283 -1.44885 0.1 -3.0 -0.8
N 3.69398 1.56567 -0.94011 -4.2 1.5 -0.5
C 3.01994 2.72197 -0.68673 0.1 0.9 0.4
C 3.90453 3.91649 -0.13146 1.1 -1.4 -0.4
C 4.32588 3.73082 1.37118 0.1 0.4 0.4
F 5.12554 3.84407 -0.89515 -1.1 0.4 0.6
H 2.97659 -3.28801 5.47172 -0.4 0.4 -1.0
H 3.20317 -3.87443 3.78938 -0.5 0.9 0.4
H 1.55567 -3.29617 4.32275 1.2 0.1 0.0
H 3.17894 -1.60418 2.82720 -0.4 0.2 0.9
H 3.98638 -1.36041 4.41973 -0.9 -0.3 -0.7
H 2.51679 0.23378 5.03379 -0.8 -0.5 -0.4
H 1.21714 -1.08283 5.12626 0.9 0.7 -0.4
H 0.95133 -0.71054 2.51397 -0.3 0.8 0.8
H 0.07439 0.38142 3.73450 0.8 -0.1 -0.7
H 1.74834 1.22501 1.45344 0.1 0.0 1.1
H 2.87544 1.29605 2.88732 -1.0 -0.1 -0.5
H 0.67078 2.61384 3.95075 0.5 0.2 -1.0
H 2.09833 3.41941 3.20009 -1.1 -0.4 -0.4
H -0.67540 3.78587 2.45490 0.9 -0.4 -0.6
H -0.14207 2.56056 1.24560 0.4 0.9 0.3
H 0.21230 5.51600 1.28388 0.7 -0.9 -0.4
H 1.87912 4.87670 1.45755 -1.0 -0.5 -0.3
H -0.15843 4.40419 -0.90961 1.2 -0.3 0.4
H 1.47540 5.21353 -0.93828 -0.5 -0.8 0.2
H -1.63068 -1.06650 -2.60327 0.9 0.7 0.3
H -1.22278 0.52427 -3.32399 -0.1 -0.5 1.1
H -1.05851 0.63830 -0.33188 -1.1 -0.3 -0.3
H -2.13979 2.70100 -0.72345 -0.4 -0.6 -1.0
H -3.40228 2.01849 -1.88554 1.0 -0.3 0.4
H -1.71120 2.40438 -2.44091 -0.4 -0.5 0.8
H -3.42276 -1.44313 0.83122 0.3 1.1 -0.1
H -2.22722 -0.16798 1.25877 -0.5 0.0 -0.8
H -5.19888 -1.32154 2.52260 0.2 1.0 -0.6
H -7.06521 -0.00328 3.66363 1.0 0.2 -0.9
H -7.36327 2.54563 3.25341 0.6 -0.8 -0.4
H -5.76781 3.73896 1.63474 0.1 -1.2 0.2
H -3.88732 2.53059 0.49814 -0.6 -0.8 0.5
H 0.93869 -3.10031 -4.01845 -0.8 0.3 0.8
H -0.69033 -2.48475 -3.59412 0.8 -0.2 0.6
H 1.15319 -4.59184 -2.28655 -0.8 0.6 0.6
H -0.61832 -4.66669 -2.56105 1.0 0.5 0.4
H 0.22744 -2.67892 -0.29732 -0.6 -0.6 -0.6
H -1.29518 -3.72956 -0.59865 1.2 0.2 0.4
H 3.91975 -4.83451 0.10863 -1.2 -0.2 -0.3
H 3.04505 -4.94573 -1.45075 -0.4 -0.3 1.2
H 2.92538 -6.30117 -0.22628 -0.4 0.9 -0.2
H 3.04853 -2.76894 -2.63056 -0.6 1.1 0.3
H 3.47266 4.92088 -0.36161 0.3 -0.9 0.3
H 5.43478 3.55289 1.48415 -1.2 0.1 -0.5
H 4.12293 4.67249 1.96576 0.0 -1.1 -0.6
H 3.81492 2.85227 1.83641 0.4 0.9 -0.4
C -7.03466 -0.49412 -0.70505 -0.1 -0.3 -0.4
C -7.35109 0.97558 -0.88825 0.0 -0.3 0.6
O -7.14121 1.39184 -2.24715 -0.3 0.1 -0.3
C -8.08152 1.02035 -3.11869 0.4 -0.1 0.2
O -9.07629 0.38690 -2.86869 0.0 0.2 -0.1
O -7.71456 1.45379 -4.33469 -0.1 0.0 0.1
C -8.58326 1.03045 -5.38320 -0.1 0.0 -0.3
H -6.02268 -0.71843 -1.05295 0.0 0.1 0.2
H -7.11780 -0.77494 0.34431 0.0 0.1 -0.1
H -7.71666 -1.11143 -1.29251 -0.1 0.0 0.1
H -6.67544 1.56857 -0.27473 0.0 0.1 -0.3
H -8.36877 1.21246 -0.56786 0.0 -0.1 -0.2
H -9.61829 1.30228 -5.17374 0.1 -0.1 0.1
H -8.49194 -0.04665 -5.53053 -0.1 0.0 0.1
H -8.27020 1.53482 -6.29643 0.2 0.1 0.2
C -1.96190 -7.62036 -7.66665 -0.1 0.3 -0.1
C -1.79542 -8.10404 -6.23944 0.0 -0.4 -0.5
O -1.83326 -7.01439 -5.31060 -0.1 0.0 0.2
C -3.04673 -6.50856 -5.06139 0.2 0.1 -0.1
O -4.08722 -6.88945 -5.53522 0.1 0.0 0.1
O -2.90068 -5.48400 -4.21228 0.0 -0.2 -0.1
C -4.11286 -4.77908 -3.94291 -0.3 0.3 0.2
H -1.22106 -6.85172 -7.89930 0.1 -0.1 0.0
H -1.84667 -8.44763 -8.36894 0.0 0.0 0.1
H -2.94439 -7.17392 -7.82238 0.0 -0.1 0.1
H -0.81623 -8.57184 -6.12795 0.0 0.2 0.2
H -2.54363 -8.85615 -5.97822 -0.1 0.2 0.0
H -4.89551 -5.45526 -3.59813 0.1 0.0 -0.2
H -4.43610 -4.24025 -4.83451 -0.1 -0.1 0.0
H -3.90708 -4.05611 -3.15456 0.2 -0.1 -0.1
C 8.39564 6.85701 6.42813 0.3 -0.1 -0.2
C 7.08514 6.11747 6.24189 0.1 0.2 0.4
O 6.98888 5.54674 4.93285 -0.1 -0.2 0.0
C 7.71410 4.43731 4.73107 0.1 0.1 -0.3
O 8.41599 3.89108 5.54417 -0.2 0.1 0.0
O 7.54405 4.05818 3.46073 0.0 0.1 0.4
C 8.35003 2.94087 3.07658 0.1 -0.4 -0.3
H 8.53012 7.60225 5.64031 -0.1 0.0 0.1
H 8.42041 7.35778 7.39758 -0.1 0.0 0.0
H 9.24617 6.17713 6.37258 -0.1 -0.1 0.1
H 6.25634 6.82110 6.33458 0.0 -0.1 -0.3
H 6.94308 5.34957 7.00600 0.1 -0.1 -0.2
H 8.20464 2.09778 3.75173 0.1 0.1 0.0
H 9.40057 3.23304 3.04704 0.0 -0.1 0.1
H 8.04372 2.63996 2.07584 -0.1 0.2 0.1

[3]
110
Properties=species:S:1:pos:R:3:forces:R:3 method="wB97M-V/def2-TZVPD" homo_ev=-8.84 lumo_energy_ev=0.31 multiplicity=1
C -4.57861 -5.54847 -1.32923 -0.1 -0.8 1.1
O -3.53045 -4.84928 -2.09047 -2.1 1.2 0.9
C -3.72509 -3.37934 -2.06817 0.4 1.1 -0.6
C -2.95114 -2.62187 -0.82311 -0.1 0.4 -0.9
N -3.42270 -3.05488 0.55630 1.5 0.1 -0.2
C -3.29466 -0.98749 -0.91364 0.3 -1.4 0.0
C -2.51242 -0.23066 -2.14179 -0.1 1.9 0.4
C -1.20567 0.62833 -1.55702 -0.2 -1.0 -0.2
C -3.53024 0.83606 -2.92015 -0.2 -1.0 0.0
H -5.35402 -4.81336 -0.83324 1.6 -1.4 -1.0
H -4.02086 -6.15540 -0.46770 -1.3 1.2 -1.7
H -5.18418 -6.34857 -1.96097 1.4 1.8 0.9
H -3.22539 -2.96839 -3.06760 -1.0 -1.0 2.2
H -4.87347 -3.07047 -2.15419 2.3 -0.8 0.5
H -1.79087 -2.83436 -0.96630 -2.3 0.6 0.2
H -2.70654 -2.63772 1.22224 -1.1 -0.7 -1.0
H -3.33921 -4.08535 0.70072 0.0 1.1 -0.5
H -3.00906 -0.54738 0.14270 -0.5 -0.7 -2.4
H -4.46816 -0.93021 -1.00799 2.3 0.1 0.1
H -2.07867 -0.94923 -2.95724 -1.0 1.1 1.7
H -0.91190 1.45558 -2.36127 -0.5 -1.8 1.9
H -1.43083 1.10731 -0.48923 0.4 -1.0 -2.5
H -0.34134 -0.18557 -1.44614 -1.6 2.0 -0.1
H -4.20143 1.45326 -2.17985 1.7 -1.2 -1.4
H -4.27803 0.16382 -3.56035 1.6 1.6 1.1
H -2.88305 1.55310 -3.60998 -1.5 -1.6 1.3
C 2.10875 -3.64240 1.13097 0.1 0.1 -0.1
C 0.61792 -3.73796 1.29118 -0.7 0.3 0.1
O -0.09911 -2.74061 1.33306 0.2 -0.2 0.0
N 0.05869 -4.97787 1.39184 0.2 0.7 0.0
C 0.71720 -6.26189 1.36591 -0.4 -0.2 0.0
H 2.40111 -2.58988 1.06470 -0.2 -0.2 0.1
H 2.60890 -4.08490 1.99671 0.1 -0.1 -0.2
H 2.42100 -4.14520 0.21167 0.2 -0.1 0.2
H -0.94872 -4.95611 1.49721 0.2 0.0 -0.1
H 0.30488 -6.83693 0.53307 0.3 -0.2 0.1
H 0.49121 -6.77724 2.30272 0.2 -0.2 -0.1
H 1.79807 -6.17442 1.24913 -0.2 0.1 0.0
C -5.17144 3.41049 1.54661 -0.2 0.2 -0.1
C -4.33370 2.20645 1.22121 0.4 -0.6 -0.6
O -4.09329 1.87249 0.06308 -0.2 0.4 0.6
N -3.83191 1.47193 2.25510 -0.2 0.4 -0.6
C -3.99548 1.69208 3.67207 0.2 -0.4 0.0
H -5.49673 3.88949 0.61795 0.2 -0.2 0.2
H -6.05984 3.10950 2.10839 0.1 0.2 0.1
H -4.58429 4.13318 2.11967 -0.2 -0.1 0.1
H -3.27928 0.67859 1.95233 -0.1 0.2 0.1
H -3.00299 1.81846 4.11171 -0.2 0.1 0.3
H -4.46584 0.80362 4.10064 0.0 0.2 0.2
H -4.60568 2.56930 3.89052 0.2 -0.1 -0.1
C 3.92968 -4.45725 -3.82869 0.0 -0.2 0.0
C 4.04034 -3.90119 -2.43731 0.1 -0.1 0.7
O 4.34288 -4.60438 -1.47575 -0.1 0.2 -0.3
N 3.79414 -2.57244 -2.25280 0.2 -0.7 0.1
C 3.42822 -1.58424 -3.23900 0.0 0.3 0.3
H 4.15502 -5.52805 -3.81184 0.0 0.3 0.1
H 2.91209 -4.32536 -4.20628 0.2 0.1 -0.1
H 4.64850 -3.96429 -4.48876 -0.3 -0.1 -0.1
H 3.88954 -2.27701 -1.28840 0.0 0.0 -0.2
H 4.18724 -0.79808 -3.22817 -0.2 0.1 -0.3
H 2.46577 -1.15597 -2.94820 0.0 0.1 -0.3
H 3.35234 -2.00431 -4.24268 0.0 0.0 0.2
C 1.24775 5.10292 -3.64281 -0.2 0.2 -0.2
C 2.19872 3.98051 -3.33747 0.7 -0.8 -0.1
O 2.73964 3.32402 -4.22462 -0.3 0.3 0.2
N 2.45905 3.69413 -2.02963 -0.2 0.1 -0.9
C 1.93272 4.33811 -0.85010 0.4 -0.3 0.3
H 1.14404 5.20743 -4.72724 0.1 -0.1 0.3
H 0.26231 4.88554 -3.22198 0.1 0.2 0.1
H 1.63503 6.04336 -3.24157 -0.2 -0.1 0.1
H 3.10856 2.92601 -1.90887 -0.2 0.2 0.0
H 2.77474 4.73039 -0.27444 -0.4 0.1 0.2
H 1.41381 3.58260 -0.25493 -0.1 0.3 0.2
H 1.24471 5.14984 -1.08950 0.1 -0.2 -0.1
C 1.46573 3.26053 3.98198 0.2 -0.2 0.1
C 1.29384 4.23908 2.85491 0.2 0.6 -0.7
O 2.23521 4.59197 2.14789 -0.3 -0.2 0.4
N 0.04753 4.74201 2.62248 0.9 -0.3 0.0
C -1.17826 4.45955 3.33006 -0.2 0.5 -0.3
H 2.51413 2.95197 4.03956 -0.3 0.2 -0.1
H 1.19193 3.72881 4.93130 -0.1 -0.2 0.0
H 0.85427 2.37168 3.80459 0.0 0.1 0.2
H 0.01612 5.39352 1.84724 0.0 -0.2 0.2
H -1.89744 4.05555 2.61323 -0.2 -0.1 0.3
H -1.56278 5.40097 3.73027 -0.2 -0.4 0.1
H -1.03579 3.74804 4.14433 0.0 0.2 -0.2
C 8.33045 -6.49630 -5.91801 0.1 -0.3 -0.1
C 7.24651 -5.47997 -5.69542 -1.0 0.2 -0.1
O 6.07884 -5.69048 -6.01609 0.6 0.0 0.1
N 7.58584 -4.29169 -5.11828 -0.2 -0.5 -0.3
C 8.88625 -3.85161 -4.67300 -0.3 0.4 0.1
H 7.90257 -7.38852 -6.38548 0.0 0.3 0.1
H 9.09479 -6.09035 -6.58618 0.1 -0.1 0.2
H 8.77468 -6.78749 -4.96235 0.1 0.1 -0.1
H 6.79990 -3.66278 -5.00328 0.3 -0.1 0.0
H 8.82057 -3.62790 -3.60533 0.3 0.0 0.0
H 9.13801 -2.93673 -5.21513 0.3 -0.1 0.1
H 9.66085 -4.60065 -4.84183 -0.2 0.1 0.0
C -5.21143 5.56777 6.75054 -0.3 -0.1 0.0
C -3.81997 5.64201 6.18866 0.6 -0.1 -0.5
O -3.51141 5.08955 5.13501 -0.3 0.1 0.4
N -2.88179 6.34867 6.88198 -0.5 -0.4 -0.5
C -3.03789 7.06344 8.12606 0.4 0.1 0.0
H -5.84167 4.97042 6.08449 0.3 0.1 0.1
H -5.19511 5.08681 7.73231 -0.1 0.2 0.0
H -5.64116 6.57045 6.82393 0.0 -0.1 0.2
H -1.97137 6.35014 6.43747 -0.2 0.0 0.1
H -2.77970 8.11055 7.94948 -0.1 0.0 0.3
H -2.33751 6.63975 8.85011 -0.2 0.2 0.2
H -4.05300 6.99937 8.51978 0.2 0.0 -0.2

[4]
21
Properties=species:S:1:pos:R:3:forces:R:3 method="wB97M-V/def2-TZVPD" homo_ev="-2.97 / -2.97" lumo_energy_ev="1.91 / 1.91" multiplicity=1 de_lowest_kcal_mol=0.0 charge=-1
C 0.14011 -1.40120 -0.79831 -0.1 -0.6 0.3
C -1.17610 -1.45945 -0.24165 0.2 -0.6 0.2
C -1.12696 -2.28864 0.92294 0.1 -0.2 -0.7
C 0.22134 -2.74077 1.08460 -0.3 0.3 -0.6
C 1.00232 -2.18190 0.02803 -0.7 -0.5 -0.4
La 0.39388 0.01505 1.56254 0.5 0.3 -0.3
C -1.66381 2.61034 -0.59452 -0.4 0.1 -0.1
C -0.92269 2.83388 -1.67210 1.1 -0.1 1.3
C 0.21272 3.02002 -2.32344 -0.2 0.2 -0.3
N 2.37644 0.26253 1.07806 1.2 1.5 -0.3
H -1.97762 -2.59373 1.53304 0.3 0.2 -0.1
H -2.06463 -0.98888 -0.66768 0.3 -0.2 0.2
H 0.57890 -3.42178 1.85858 -0.1 0.4 -0.2
H 2.06997 -2.32821 -0.12310 -0.4 0.2 0.1
H 0.42434 -0.86338 -1.70537 0.0 -0.1 0.4
H -2.70259 2.27871 -0.64552 0.6 -0.9 -0.1
H 3.35882 0.53738 0.88227 -0.8 -0.6 0.1
H -1.28433 2.77999 0.43557 -0.4 1.1 -0.8
H 0.27487 3.54576 -3.28408 -0.1 0.6 0.8
H 1.16731 2.70796 -1.87317 -0.6 -1.1 -0.7
I 0.69770 -0.32367 4.54329 -0.2 -0.1 1.2

[5]
20
Properties=species:S:1:pos:R:3:forces:R:3 method="wB97M-V/def2-TZVPD" homo_ev=-9.13 lumo_energy_ev=0.89 multiplicity=1 de_lowest_kcal_mol=93.1
C -0.49275 0.45400 -0.05007 -1.7 -0.1 0.3
C -2.06929 0.21909 0.05660 0.9 0.4 -0.3
C 0.02525 -0.80014 -0.74592 1.5 0.2 -0.4
C 0.11485 0.75075 1.31484 0.1 0.0 0.3
N 1.53093 -0.87842 -1.03166 -1.0 -0.4 0.4
N 2.28262 -1.24489 0.10606 0.1 0.5 0.0
O 1.95409 0.41481 -1.52950 -0.1 -0.6 -0.3
O -2.70091 1.26254 0.77981 -0.3 0.1 0.4
H 2.27126 0.17192 -2.41693 -0.1 0.3 0.4
H -3.58915 0.94768 1.01746 0.5 0.3 -0.1
H -0.34311 1.33201 -0.68978 -0.1 -0.2 0.0
H 2.51706 -0.42322 0.66463 -0.3 0.0 0.0
H 3.18210 -1.63830 -0.17509 -0.5 0.1 -0.3
H -2.49359 0.22196 -0.95230 0.2 -0.3 -0.1
H -2.32165 -0.73170 0.53839 0.4 -0.1 -0.1
H -0.43726 -0.87721 -1.73690 0.1 0.0 0.1
H -0.25649 -1.70134 -0.18657 0.4 0.2 -0.1
H -0.48024 1.47081 1.88526 -0.1 -0.1 -0.3
H 1.10856 1.19479 1.21338 0.0 -0.1 0.0
H 0.19772 -0.14515 1.93829 0.0 0.0 -0.1

[6]
17
Properties=species:S:1:pos:R:3:forces:R:3 method="wB97M-V/def2-TZVPD" homo_ev="-6.43 / -6.93" lumo_energy_ev="0.90 / 0.99" multiplicity=1 de_lowest_kcal_mol=90.2
C -1.37681 1.18090 -0.21339 -0.6 -0.3 -0.2
C -1.30706 -0.41076 -0.19182 0.0 0.4 0.2
N -0.00003 -0.81863 0.33747 -0.2 0.4 0.1
C 0.45390 -2.03997 0.58574 0.0 -0.4 0.1
C 0.81486 0.23245 0.64707 0.8 0.0 0.0
C 1.52865 0.82171 -0.52660 0.2 0.2 0.0
H -2.15246 1.45124 -0.92292 -0.4 0.1 0.0
H -1.67149 1.51257 0.79161 -0.1 -0.2 -0.3
H -0.51836 1.83062 -0.44775 -0.3 -0.9 -0.2
H -2.06412 -0.64205 0.56616 0.2 -0.3 0.0
H -1.58258 -1.05376 -1.05508 0.3 1.0 -0.1
H -0.19646 -2.89042 0.75998 -0.1 0.2 0.0
H 1.53471 -2.15800 0.59112 -0.4 -0.1 0.1
H 1.32137 0.16796 1.59416 0.5 -0.4 0.1
H 2.44204 0.22392 -0.66794 0.1 0.2 -0.2
H 1.81918 1.86754 -0.38860 0.0 0.0 -0.1
H 0.95465 0.72469 -1.45919 0.1 0.1 0.3